{
  "formula": "C5H9F5NO2PS",
  "method": "ωB97M-V with the def2-TZVPD basis set",
  "homo_ev": -9.179,
  "max_force_ev_per_a": 1.28,
  "charge": 0,
  "energy_ev": -44627.155,
  "smiles": "CCP(C)N(C(F)(F)C(F)F)S(=O)(=O)F",
  "symbols": ["C", "C", "P", "C", "N", "C", "F", "F", "C", "F", "F", "S", "O", "O", "F", "H", "H", "H", "H", "H", "H", "H", "H", "H"],
  "coordinates": [[-2.065987, -1.746277, -0.613858], [-1.548062, -0.448695, -1.242589], [0.306456, -0.276800, -1.304490], [0.947171, -1.813729, -0.532987], [0.745242, 1.044917, -0.155999], [0.412542, 0.866583, 1.248088], [-0.498536, -0.108244, 1.443596], [-0.106473, 1.997920, 1.787792], [1.644922, 0.541297, 2.105077], [2.521587, 1.555239, 2.034185], [2.218099, -0.609838, 1.695096], [0.345514, 2.557159, -0.744418], [1.173726, 3.541446, -0.156039], [-1.058575, 2.739247, -0.827110], [0.856103, 2.340759, -2.177929], [-1.832072, -1.809313, 0.443909], [-1.649644, -2.630908, -1.088483], [-3.143674, -1.793210, -0.747502], [-1.854350, -0.424840, -2.282784], [-1.983880, 0.385557, -0.703037], [0.535604, -2.044784, 0.441900], [2.024921, -1.706336, -0.501168], [0.699336, -2.580173, -1.259238], [1.310031, 0.423022, 3.137990]],
  "forces_ev_per_angstrom": [[0.0, 0.1, -0.2], [0.3, -0.7, 0.7], [0.1, -0.2, -1.1], [-0.2, 0.8, 0.1], [-1.1, -0.6, 0.3], [0.7, 0.7, 0.1], [0.0, 0.0, -0.1], [-0.1, -0.1, -0.1], [-0.5, 0.0, 0.5], [0.1, -0.2, -0.2], [0.2, 0.2, -0.1], [0.2, 0.6, 0.7], [0.0, -0.2, 0.0], [0.0, -0.2, -0.1], [0.2, 0.0, -0.4], [-0.1, 0.0, 0.1], [0.0, -0.1, -0.1], [-0.1, 0.0, 0.1], [-0.1, 0.3, -0.1], [0.0, 0.3, -0.2], [0.1, -0.2, 0.0], [0.1, -0.2, 0.1], [0.0, -0.2, -0.1], [0.1, 0.0, 0.1]]
}